{
  "formula": "C2H8N2S",
  "method": "the ωB97M-V functional and the def2-TZVPD basis",
  "symbols": ["C", "C", "N", "N", "S", "H", "H", "H", "H", "H", "H", "H", "H"],
  "coordinates": [[1.88340, -0.60718, 0.28081], [-1.63636, 0.86110, -0.19743], [0.59066, -0.41419, -0.18922], [-0.33825, 0.99742, 0.45669], [-2.65152, -0.56224, 0.16017], [1.91167, -1.08944, 1.17151], [2.37413, -1.33405, -0.46211], [2.56326, 0.32208, 0.26832], [-1.23947, 0.73177, -1.28336], [-2.20630, 1.71808, -0.12839], [0.67470, -0.12777, -1.13501], [-0.36549, 0.63073, 1.44405], [-1.56044, -1.12632, -0.38603]],
  "forces_ev_per_a": [[3.1278, 1.5845, -2.8099], [2.8982, -1.2983, -2.4164], [-4.0263, 1.9781, 0.6799], [2.1927, -3.0363, 0.6410], [0.4629, -0.4633, -0.0779], [0.1174, -1.1887, 2.9706], [-0.6285, 0.9233, 0.8862], [-0.8676, -1.1330, 0.2597], [-1.4296, 0.6050, 1.3814], [-0.8746, 2.0809, 0.2712], [-0.2616, 0.6957, -0.9778], [-0.2461, 0.5279, -1.1602], [-0.4646, -1.2758, 0.3521]],
  "homo_lumo_gap_ev": 9.87,
  "lumo_energy_ev": 1.01,
  "total_energy_ev": -16015.873
}